The following is a DFT calculation (wB97M-V/def2-TZVPD) of a molecular structure, C46H39FFeI2N6O9PS in a non-equilibrium geometry.

Output
expectation value of S²: 8.8045
2S+1: 6
ΔE to the lowest compared entry with this formula, charge and spin: 1.2829 eV
highest occupied orbital energy (spin up / spin down): -0.2810 / -0.2819 Eh
charge: 0
total energy: -149136.7448 eV
gap between HOMO and LUMO (spin up / spin down): 7.05 / 4.78 eV

The geometry in XYZ format:
```
106
Properties=species:S:1:pos:R:3:forces:R:3
Fe -0.520 0.863 -0.612 -0.23 0.32 0.12
I -1.139 3.444 -5.161 -0.23 -0.32 0.09
C -2.040 1.653 -4.611 0.37 0.56 -0.30
C -2.943 1.002 -5.441 0.08 0.06 0.06
C -3.502 -0.202 -5.058 -0.35 -0.21 -0.42
I -4.796 -1.157 -6.411 0.26 0.24 0.28
C -3.207 -0.804 -3.799 0.12 -0.10 0.42
C -3.766 -1.992 -3.292 -0.05 0.01 -0.08
C -3.400 -2.433 -2.045 0.12 0.15 0.05
C -2.481 -1.685 -1.295 -0.17 -0.41 -0.03
N -1.930 -0.585 -1.753 0.16 0.06 -0.73
C -2.278 -0.151 -2.967 -0.48 -0.52 -0.04
C -1.644 1.087 -3.365 0.21 -0.02 0.30
O -0.795 1.577 -2.597 0.13 0.24 -0.32
H -3.190 1.441 -6.397 -0.04 -0.02 0.00
H -4.492 -2.543 -3.874 0.02 0.01 -0.04
H -3.820 -3.339 -1.632 0.01 0.01 0.02
H -2.198 -1.992 -0.297 -0.03 0.06 -0.08
F -5.581 -0.231 5.844 -0.02 -0.09 -0.01
C -4.767 -0.987 5.092 0.14 0.30 0.00
C -3.737 -0.428 4.441 -0.21 -0.16 0.22
N -2.852 -1.166 3.693 0.00 -0.31 -0.13
C -1.946 -0.475 2.788 -0.33 0.38 -0.51
C -2.744 0.224 1.629 0.42 -0.34 0.88
O -3.870 0.625 1.880 0.02 0.02 -0.17
O -2.110 0.274 0.533 0.22 0.36 -0.02
C -3.040 -2.522 3.510 0.08 0.27 0.12
O -2.324 -3.211 2.801 -0.19 0.02 0.03
N -4.095 -3.056 4.211 -0.06 0.00 0.00
C -5.047 -2.403 5.005 0.06 -0.12 -0.05
O -5.952 -3.018 5.521 0.04 0.09 0.01
H -3.553 0.633 4.496 0.00 0.04 -0.06
H -1.249 -1.190 2.367 0.07 -0.01 0.15
H -1.395 0.301 3.320 0.03 -0.05 0.03
H -4.242 -4.045 4.083 0.02 -0.06 0.01
C 2.261 2.960 -0.074 0.39 0.16 0.01
C 3.686 3.531 -0.333 -0.30 -0.15 -0.01
N 4.148 3.101 -1.647 0.51 0.24 -0.11
C 4.286 1.651 -1.663 -0.28 -0.09 0.09
C 2.922 0.996 -1.289 0.36 0.14 -0.14
N 1.903 2.038 -1.160 -0.77 -0.57 0.27
C 1.826 2.790 -2.418 0.33 0.20 -0.15
C 3.183 3.514 -2.662 -0.22 -0.22 0.09
H 1.529 3.762 -0.071 -0.06 0.00 0.04
H 2.205 2.432 0.879 -0.05 -0.02 -0.03
H 4.398 3.174 0.415 0.02 0.05 -0.01
H 3.673 4.622 -0.308 0.05 -0.01 0.04
H 5.064 1.366 -0.951 0.04 -0.01 -0.05
H 4.604 1.348 -2.663 0.04 -0.02 0.02
H 2.992 0.449 -0.346 -0.03 0.04 -0.03
H 2.602 0.297 -2.063 -0.04 0.01 0.09
H 1.014 3.505 -2.345 -0.13 0.00 -0.02
H 1.603 2.091 -3.227 -0.03 -0.01 0.05
H 3.060 4.597 -2.598 0.03 0.00 -0.03
H 3.588 3.269 -3.646 0.01 0.06 0.00
O -0.264 2.026 1.715 -0.02 0.16 0.07
C -0.769 2.999 1.133 0.29 -0.17 0.12
N -0.891 3.023 -0.197 -0.14 -0.37 -0.31
S -1.400 4.463 -0.773 0.22 0.02 0.24
O -0.284 5.186 -1.337 -0.07 0.01 0.00
O -2.573 4.346 -1.588 -0.17 -0.13 0.02
C -1.737 5.147 0.842 0.13 -0.34 -0.10
C -2.282 6.362 1.185 -0.01 0.07 -0.15
C -2.327 6.690 2.536 -0.02 -0.06 -0.14
C -1.839 5.806 3.491 0.01 0.03 0.11
C -1.319 4.569 3.129 0.05 -0.08 -0.04
C -1.272 4.244 1.785 -0.15 0.24 0.11
H -2.661 7.025 0.418 0.02 0.08 0.07
H -2.748 7.639 2.837 0.01 0.00 0.05
H -1.863 6.087 4.536 -0.05 -0.02 0.00
H -0.957 3.872 3.873 0.02 -0.01 -0.01
O 0.671 -0.992 -0.698 -0.47 0.55 -0.03
P 1.461 -2.166 -0.216 0.19 -0.09 0.16
C 0.547 -3.721 -0.312 0.23 0.17 0.03
C -0.564 -3.854 0.520 0.12 0.03 -0.07
C -1.327 -5.008 0.471 -0.12 0.01 0.05
C -0.989 -6.028 -0.409 0.09 0.03 -0.03
C 0.126 -5.901 -1.227 -0.01 -0.06 -0.06
C 0.903 -4.753 -1.175 -0.04 0.03 0.01
C 1.951 -1.962 1.506 0.00 -0.14 -0.23
C 1.845 -0.705 2.093 -0.05 -0.04 -0.09
C 2.259 -0.530 3.405 0.01 0.04 0.07
C 2.768 -1.604 4.122 0.00 0.02 0.01
C 2.847 -2.864 3.544 0.02 -0.04 -0.03
C 2.440 -3.045 2.232 0.00 0.03 0.04
C 2.949 -2.334 -1.234 -0.22 -0.09 0.14
C 2.759 -2.277 -2.615 0.01 -0.04 0.04
C 3.848 -2.343 -3.467 -0.03 0.00 -0.03
C 5.131 -2.433 -2.941 0.01 -0.02 0.01
C 5.322 -2.473 -1.569 0.08 0.00 0.01
C 4.231 -2.438 -0.711 -0.07 -0.02 0.00
H -0.834 -3.065 1.213 0.01 -0.13 -0.01
H -2.182 -5.102 1.128 0.04 0.03 0.01
H -1.586 -6.929 -0.449 0.00 0.00 0.00
H 0.392 -6.698 -1.909 0.01 -0.01 0.02
H 1.781 -4.663 -1.801 -0.01 -0.02 -0.02
H 1.414 0.119 1.533 0.04 0.04 0.08
H 2.179 0.443 3.870 -0.02 0.02 -0.03
H 3.102 -1.460 5.141 -0.04 0.00 0.02
H 3.217 -3.704 4.116 0.02 0.01 0.00
H 2.487 -4.025 1.770 0.01 -0.02 0.05
H 1.752 -2.166 -3.003 0.03 0.00 -0.07
H 3.701 -2.319 -4.539 -0.01 0.03 0.00
H 5.983 -2.475 -3.606 0.01 0.02 0.00
H 6.324 -2.526 -1.164 0.00 -0.03 0.00
H 4.377 -2.484 0.361 0.03 0.05 -0.01
```
Positions in Å, forces in eV/Å.